(1)
82
Properties=species:S:1:pos:R:3:lowdin_charge:R:1 method="wB97M-V/def2-TZVPD" orbital_gap_ev=8.791 e_homo_ha=-0.407 total_charge=+1
As 10.56696 14.06072 12.06986 1.289
As 12.93893 11.65022 11.32547 1.314
Mg 13.31491 14.45730 11.71130 0.382
O 13.01254 14.34819 9.66813 -0.156
O 16.98708 14.20330 13.37911 0.080
O 15.24168 14.15107 12.00406 -0.146
N 13.27962 16.54154 11.73603 0.043
N 14.92617 14.46483 14.21604 0.019
N 13.55249 14.19255 13.97780 0.000
C 12.31350 11.21031 8.40384 -0.109
C 15.81917 14.26381 13.13849 -0.766
C 13.16394 15.53954 8.79382 -0.164
C 15.42331 8.42330 13.61224 -0.069
C 9.59989 15.35309 14.49420 -0.147
C 14.98563 11.01032 7.69598 -0.081
C 14.04771 10.93370 6.74132 -0.096
C 13.93078 10.25974 12.22176 -0.403
C 14.06122 18.68918 11.08839 0.008
C 10.00301 12.24456 11.47524 -0.409
C 10.19332 13.07492 14.86676 -0.094
C 9.32093 15.24614 11.17976 -0.379
C 13.31461 19.29500 12.06242 -0.038
C 9.60241 14.54710 16.73974 -0.065
C 9.92638 16.28530 10.43618 -0.133
C 15.02828 10.64992 12.92779 -0.131
C 7.15794 16.08509 10.44211 -0.064
C 14.09548 17.28679 10.96105 -0.211
C 12.50229 18.50888 12.86790 -0.023
C 9.17964 17.20787 9.75539 -0.070
C 13.55934 8.93745 12.23224 -0.100
C 9.99085 14.15391 13.95603 -0.375
C 11.03655 11.13580 11.58128 -0.426
C 14.51164 16.16029 8.71578 -0.157
C 15.09814 16.63109 10.02918 -0.104
C 7.77626 17.11293 9.74980 -0.066
C 9.38151 15.60501 15.85314 -0.051
C 7.93011 15.18298 11.20123 -0.087
C 10.02267 13.31006 16.23678 -0.077
C 14.59329 11.17225 9.02809 -0.104
C 14.33391 7.98809 12.89136 -0.064
C 12.69894 11.00394 7.08685 -0.064
C 15.79445 9.75034 13.60944 -0.062
C 12.55315 17.13080 12.68987 -0.121
C 13.25207 11.23756 9.42491 -0.374
H 9.68952 18.02345 9.23876 0.113
H 13.57285 13.67532 9.34619 0.037
H 10.98146 10.71108 12.61106 0.067
H 9.66280 12.37200 10.42872 0.075
H 13.33087 20.34396 12.23088 0.112
H 12.67323 8.57624 11.68886 0.114
H 15.82604 17.38132 9.82969 0.115
H 12.80828 15.22312 7.78816 0.147
H 16.59246 10.14205 14.20159 0.113
H 11.88942 16.45747 13.27385 0.091
H 14.10092 6.93355 12.80064 0.113
H 8.98732 16.53192 16.19187 0.100
H 10.78437 10.26570 10.89399 0.094
H 6.05295 15.96741 10.46572 0.123
H 14.69395 19.32448 10.44322 0.135
H 14.34699 17.00561 8.07804 0.124
H 10.46651 12.07554 14.57401 0.088
H 15.42468 11.64767 12.93127 0.088
H 9.11589 12.09471 12.09909 0.070
H 14.31429 10.71901 5.72094 0.111
H 7.21371 17.81863 9.16047 0.107
H 11.95713 10.99120 6.27504 0.117
H 15.55838 15.74734 10.44296 0.105
H 15.31679 14.30163 15.08835 0.111
H 9.47447 14.63583 17.80499 0.105
H 10.18152 12.54800 16.97191 0.101
H 7.44649 14.41954 11.75491 0.096
H 13.00002 14.79510 14.61316 0.108
H 15.30843 11.19624 9.81340 0.093
H 16.07552 7.72236 14.08058 0.105
H 11.87276 18.96700 13.62057 0.116
H 9.44926 16.17926 13.82326 0.092
H 11.00023 16.26536 10.42721 0.039
H 11.28662 11.36662 8.64821 0.087
H 13.28881 13.24382 14.22046 0.084
H 15.24091 15.46164 8.29792 0.136
H 16.05834 10.95608 7.49140 0.121
H 12.40079 16.21882 9.22355 0.102


(2)
83
Properties=species:S:1:pos:R:3:lowdin_charge:R:1 method="wB97M-V/def2-TZVPD" orbital_gap_ev=7.070 e_homo_ha=-0.278
Br 1.40240 -1.44632 -6.97331 0.770
As -0.66851 -0.93075 -0.09647 1.415
Ga 0.96654 1.90863 -0.76524 0.573
O 3.63376 3.33397 -0.76075 -0.031
O 1.41040 0.70701 -2.15433 -0.028
O -1.13585 2.85589 -2.50641 -0.106
O 3.37336 0.51708 -1.09078 -0.006
N -0.10247 0.97136 0.44351 -0.228
N -0.01129 3.24395 -1.99258 -0.153
N 2.28806 3.46410 -0.94251 -0.060
C 2.27088 -5.54149 2.91225 -0.082
C -2.78521 -1.54387 2.06265 -0.270
C -1.86142 -2.25570 2.99297 -0.061
C -0.93195 -3.96678 -0.43871 -0.081
C -0.28515 5.50174 -2.95932 -0.028
C 4.27602 -1.06936 -3.41124 -0.044
C -5.12538 -1.01126 1.67690 -0.254
C -4.13242 -1.59281 2.44609 -0.022
C 1.62490 -2.03367 1.74788 -0.271
C -3.24310 0.45219 -1.12972 -0.104
C 0.62775 -4.59717 1.36529 -0.037
C 0.52074 -2.21665 0.85959 -0.291
C 2.98318 -0.59161 -3.26008 -0.104
C -3.43060 -0.32616 0.07843 -0.341
C -6.52304 -1.20108 2.13747 -0.058
C 2.54826 -1.29787 -5.50965 -0.718
C -1.16947 3.57231 3.47762 -0.118
C -0.76944 2.31820 3.78289 -0.121
C 1.73374 -4.39918 2.21237 -0.300
C -4.70528 -0.38096 0.48462 -0.023
C 4.67272 -1.77049 -4.50672 -0.081
C 3.85382 -1.78121 -5.64915 -0.108
C -1.73113 3.81080 2.20498 -0.082
C 2.30051 -0.74892 2.06445 -0.062
C 1.89570 4.56432 -1.58346 -0.172
C 2.25520 -3.13604 2.34257 -0.019
C 2.13976 -0.65070 -4.38016 -0.067
C -0.76264 1.68617 1.45994 -0.382
C 2.59116 0.22477 -2.04022 -0.497
C 0.09957 -3.55577 0.62372 -0.341
C -1.52116 2.88158 1.17770 -0.040
C -0.60384 1.33054 2.82998 -0.037
C 0.52145 4.43980 -2.23684 -0.221
C -2.41849 -0.96913 0.84899 -0.266
C 2.78172 5.74733 -1.69861 0.012
H 0.30355 -5.70359 1.16377 0.155
H -2.37231 1.19702 -1.12655 0.059
H 5.59902 -2.32668 -4.43315 0.109
H -5.37824 0.13988 -0.19087 0.113
H 2.93967 6.20047 -0.76606 0.086
H -0.33578 0.28363 3.11162 0.103
H 1.56919 -6.20622 3.50579 0.105
H 4.99232 -0.98660 -2.56326 0.134
H 3.15101 -2.89772 2.87947 0.111
H 2.74548 -6.25161 2.27496 0.069
H -6.99332 -2.07508 1.71084 0.073
H 1.59461 0.08408 1.97198 0.039
H -7.20366 -0.30169 1.96660 0.104
H -1.34070 5.53018 -2.60978 0.094
H -1.72048 -3.37386 2.79645 0.109
H -2.98119 -0.16826 -1.99489 0.084
H 1.16466 -0.14329 -4.35870 0.126
H -0.86528 -1.72364 3.07770 0.074
H 2.84969 -0.79140 3.02026 0.088
H -0.59638 2.02271 4.80362 0.103
H 0.29654 6.42249 -2.96684 0.059
H -1.94186 -4.00549 0.03990 0.090
H -0.85294 -3.23151 -1.29014 0.052
H 3.08154 -0.58571 1.28732 0.088
H -0.32950 5.23965 -4.03497 0.090
H 2.32831 6.33979 -2.48566 0.075
H 4.29994 -2.16329 -6.61363 0.124
H 3.01455 -5.24223 3.68405 0.089
H -2.26034 -2.31000 3.99190 0.064
H -0.57810 -4.97964 -0.73515 0.079
H -4.18226 0.99275 -1.42549 0.098
H 3.75778 2.32006 -0.78978 0.105
H -1.99625 3.01025 0.19681 0.099
H -6.39999 -1.44405 3.23173 0.085
H 3.74253 5.44652 -2.13224 0.103
H -4.44627 -1.90461 3.42659 0.106
H -1.17762 4.37459 4.21994 0.103
H -2.33172 4.69529 2.00930 0.099


Here are the calculated calculated total energy numbers, same order: -174643.6813 -232825.7427 (eV).
Here are the calculated relative energy (zero: lowest compared OMol25 entry of this formula, charge and spin) numbers, same order: 0.0 181.0 (kJ/mol).